The following is a quantum chemistry calculation of a cluster of 5 separate species, C27H47FO7 in total at a distorted geometry, from the Open Molecules 2025 dataset.

Last column: Mulliken charge in e.
Geometry (Å):
C (0.8204, -1.8077, -0.9050)  -1.551
C (1.1194, -0.3181, -0.9321)  -0.001
C (-0.1610, 0.5370, -0.8443)  -0.976
C (-0.4803, 1.3606, -2.0958)  1.555
C (-1.9612, 1.8818, -1.9985)  -1.640
C (-0.3464, 0.7117, -3.4238)  0.148
C (0.6540, 0.7210, -4.3120)  0.445
C (2.0646, 1.1991, -4.2752)  0.193
C (2.4347, 2.3132, -3.3308)  -1.627
F (2.8050, 0.0652, -3.8897)  -0.275
C (-0.0083, 0.2844, -5.5840)  -0.083
O (-0.0458, 0.9281, -6.6163)  -0.540
O (-0.8944, -0.7163, -5.2258)  -0.342
C (-1.3420, -0.2813, -3.9693)  0.136
O (-2.1758, -0.9069, -3.3752)  -0.494
H (0.1733, -2.0651, -1.7369)  0.287
H (1.7483, -2.3543, -1.0326)  0.442
H (0.3575, -2.1135, 0.0235)  0.368
H (1.7380, -0.0789, -0.0747)  0.451
H (1.6573, -0.0602, -1.8308)  -0.168
H (-1.0287, -0.0504, -0.5646)  0.459
H (-0.0208, 1.2532, -0.0430)  0.182
H (0.0848, 2.2783, -2.0883)  0.314
H (-2.5157, 1.6621, -2.8986)  0.415
H (-2.4688, 1.4737, -1.1362)  0.195
H (-1.9724, 2.9595, -1.8954)  0.351
H (2.4106, 1.4007, -5.2815)  0.580
H (1.7001, 3.1075, -3.3771)  0.383
H (2.5958, 1.9838, -2.3180)  0.304
H (3.3687, 2.7342, -3.6818)  0.436
C (6.7073, -2.2519, -5.7557)  -0.604
C (5.5494, -1.6462, -4.9674)  -0.323
C (4.7832, -2.8896, -4.5399)  -0.212
O (5.7531, -3.9314, -4.3927)  -0.437
C (6.9981, -3.5142, -4.9556)  -0.446
H (7.5731, -1.5968, -5.8404)  0.345
H (6.3770, -2.5126, -6.7638)  0.283
H (5.9292, -1.1188, -4.0895)  0.248
H (4.9386, -0.9523, -5.5414)  0.235
H (4.0621, -3.1945, -5.3060)  0.257
H (4.2504, -2.7564, -3.5983)  0.106
H (7.6975, -3.3115, -4.1367)  0.259
H (7.4055, -4.3207, -5.5661)  0.290
C (-1.1586, 1.9666, 4.3245)  -0.622
C (-0.6545, 0.6426, 3.7578)  -0.175
C (-1.6742, 0.3722, 2.6624)  -0.230
O (-2.1079, 1.6496, 2.1808)  -0.226
C (-1.6551, 2.6737, 3.0700)  -0.504
H (-0.3973, 2.5369, 4.8554)  0.384
H (-1.9902, 1.7862, 5.0102)  0.279
H (0.3394, 0.7791, 3.3216)  0.175
H (-0.5963, -0.1592, 4.4928)  0.162
H (-2.5448, -0.1650, 3.0556)  0.293
H (-1.2599, -0.2018, 1.8323)  0.050
H (-0.8446, 3.2243, 2.5789)  0.258
H (-2.4739, 3.3669, 3.2658)  0.279
C (-7.2546, 1.0962, -0.3107)  -0.565
C (-6.5085, 0.6388, 0.9388)  -0.581
C (-5.0674, 0.9690, 0.5766)  0.054
O (-5.1164, 2.1112, -0.2859)  -0.396
C (-6.4646, 2.3364, -0.7044)  -0.464
H (-8.3106, 1.3032, -0.1437)  0.358
H (-7.1752, 0.3364, -1.0914)  0.261
H (-6.8248, 1.2306, 1.8011)  0.284
H (-6.6540, -0.4137, 1.1772)  0.369
H (-4.5979, 0.1438, 0.0276)  0.195
H (-4.4504, 1.1995, 1.4443)  -0.068
H (-6.8417, 3.2268, -0.1888)  0.260
H (-6.4813, 2.5259, -1.7784)  0.283
C (0.9539, -0.9403, 8.4726)  -0.563
C (1.4623, -2.2583, 7.8956)  -0.567
C (0.4397, -2.5323, 6.8020)  -0.458
O (-0.0013, -1.2539, 6.3318)  -0.394
C (0.4496, -0.2303, 7.2246)  -0.381
H (1.7139, -0.3700, 9.0038)  0.338
H (0.1260, -1.1281, 9.1596)  0.276
H (2.4531, -2.1168, 7.4583)  0.265
H (1.5251, -3.0633, 8.6255)  0.342
H (-0.4273, -3.0735, 7.1945)  0.275
H (0.8522, -3.0992, 5.9672)  0.279
H (1.2545, 0.3271, 6.7323)  0.247
H (-0.3721, 0.4571, 7.4288)  0.278

- charge = 0
- SMILES = CCC[C@H](C)C1=C([C@@H](C)F)C(=O)OC1=O.C1CCOC1.C1CCOC1.C1CCOC1.C1CCOC1
- energy relative to the best compared isomer or geometry (same formula, charge and spin) (kcal per mole) = 39.5
- orbital gap (eV) = 8.78
- LUMO energy (eV) = -0.44

The following is a quantum chemistry calculation of a structure of composition C27H48BBeBr3Cl2Cs2NO11S at a distorted geometry, from the Open Molecules 2025 dataset.

Last column: Mulliken charge in e.
Geometry (Å):
C (1.0559, 0.4279, -1.7454)  -0.991
C (0.1467, 1.1520, -2.7894)  -0.394
C (0.1014, 0.3359, -4.1089)  -0.907
C (-1.0074, -0.7523, -4.2026)  -0.014
C (-2.3592, -0.3873, -3.5783)  -0.167
C (-2.6080, -0.5483, -2.0736)  -0.223
O (-4.0117, -0.1786, -2.0615)  -0.468
B (-4.1298, 0.8417, -3.0686)  0.957
Br (-4.7940, 2.5072, -2.1794)  -0.178
O (-2.9129, 0.9236, -3.7906)  -0.503
H (0.8906, 0.8107, -0.7272)  0.071
H (0.8814, -0.6558, -1.8345)  0.311
H (2.1080, 0.6513, -1.9803)  0.364
H (0.6694, 2.0958, -3.0330)  0.364
H (-0.8315, 1.4452, -2.3940)  0.287
H (1.0647, -0.2054, -4.1633)  0.329
H (0.1088, 0.9938, -4.9889)  0.447
H (-1.1971, -0.9080, -5.2765)  0.137
H (-0.6739, -1.7034, -3.7672)  -0.017
H (-3.1294, -1.0474, -4.0307)  0.248
H (-2.1942, 0.2285, -1.4024)  0.164
H (-2.3513, -1.5167, -1.6258)  0.277
H (-4.9346, 0.3593, -4.0172)  0.136
C (0.7493, -1.1724, -8.0181)  -0.308
Cl (0.2986, -2.7273, -7.2423)  -0.150
Cl (-0.4119, 0.1109, -7.6179)  -0.161
H (1.7686, -0.8608, -7.6667)  0.062
H (0.7571, -1.3138, -9.0894)  0.459
C (-6.8513, 3.7250, 0.3062)  -0.191
C (-7.4978, 2.6021, 0.6073)  -0.229
C (-8.7011, 2.6228, 1.4750)  0.304
O (-9.2926, 1.6069, 1.7552)  -0.495
C (-9.1496, 3.9421, 1.9897)  -0.378
C (-8.4953, 5.0606, 1.6830)  -0.439
C (-7.3027, 5.0279, 0.8184)  0.590
O (-6.6947, 6.0634, 0.5289)  -0.700
H (-5.9675, 3.7353, -0.3189)  0.188
H (-7.1788, 1.6345, 0.2389)  0.521
H (-10.0285, 3.9407, 2.6215)  0.428
H (-8.8047, 6.0322, 2.0471)  0.425
C (-0.4435, -7.2712, -2.6775)  -2.146
C (-0.9714, -6.7301, -3.9938)  0.511
C (0.1040, -6.5043, -5.0220)  -0.421
O (-0.4323, -5.4463, -5.7994)  -0.250
C (-1.2784, -4.7417, -4.9970)  0.420
O (-1.7362, -3.6947, -5.2631)  -0.358
O (-1.5145, -5.4323, -3.8236)  -0.451
H (0.2470, -8.1045, -2.8339)  0.574
H (0.0599, -6.4924, -2.1059)  0.378
H (-1.2704, -7.6268, -2.0621)  0.623
H (-1.7654, -7.3825, -4.3865)  0.393
H (0.2776, -7.3845, -5.6426)  0.278
H (1.0556, -6.1799, -4.5919)  0.331
C (2.3715, 2.6086, 1.5486)  -0.579
O (3.1186, 1.8471, 0.6216)  -0.083
C (4.5189, 2.1093, 0.6530)  -0.892
C (5.2811, 0.9516, 1.2722)  -0.302
N (5.0233, 0.8526, 2.7038)  -0.087
C (5.4665, -0.3955, 3.3173)  -0.482
C (4.8850, -1.7111, 2.7942)  -0.577
O (3.5095, -1.9106, 3.0887)  -0.469
C (2.6111, -1.2447, 2.2228)  -0.391
H (1.3161, 2.5086, 1.2883)  0.217
H (2.5046, 2.2416, 2.5709)  0.113
H (2.6409, 3.6686, 1.5007)  0.333
H (4.7447, 3.0539, 1.1573)  0.378
H (4.8397, 2.2087, -0.3876)  0.401
H (6.3529, 1.0985, 1.1087)  0.413
H (4.9769, 0.0410, 0.7410)  0.181
H (4.0307, 0.9468, 2.8664)  -0.143
H (5.2244, -0.3260, 4.3717)  0.154
H (6.5595, -0.4433, 3.2491)  0.501
H (5.4104, -2.5190, 3.3107)  0.388
H (5.0770, -1.8654, 1.7257)  0.391
H (2.9822, -1.1982, 1.1958)  0.283
H (2.3931, -0.2406, 2.5950)  0.032
H (1.6708, -1.7998, 2.2235)  0.335
C (2.5076, 0.6798, 8.3446)  -0.608
C (3.3358, 1.9031, 8.7548)  -0.554
C (4.1177, 2.3632, 7.5187)  -0.761
S (3.1427, 1.8682, 6.0967)  1.130
O (3.8776, 0.8719, 5.3574)  -0.585
O (2.5957, 3.0412, 5.4562)  -0.733
C (1.8491, 1.0496, 7.0197)  -0.770
H (1.7668, 0.4205, 9.1000)  0.374
H (3.1653, -0.1817, 8.2068)  0.286
H (2.6668, 2.7010, 9.0856)  0.282
H (4.0075, 1.6767, 9.5819)  0.328
H (4.2516, 3.4422, 7.5015)  0.365
H (5.0852, 1.8687, 7.4492)  0.357
H (1.4878, 0.1880, 6.4618)  0.407
H (1.0419, 1.7674, 7.1674)  0.392
Be (-4.7663, 6.5249, 1.1862)  -0.032
Br (3.2027, 0.0834, -8.8196)  -0.824
Cs (-1.6317, -9.5346, -3.0969)  1.082
Br (-6.6043, -0.3666, -3.7801)  -0.153
Cs (-2.0287, 7.1830, 1.6701)  0.867

- charge = +1
- orbital gap (eV) = 1.95
- LUMO energy (eV) = -4.43